(1)
{"formula": "C6H7O", "method": "wB97M-V/def2-TZVPD", "total_charge": 1, "orbital_gap_ev": 9.112, "molar_mass_g_mol": 95.12, "species": ["O", "C", "C", "C", "C", "C", "C", "H", "H", "H", "H", "H", "H", "H"], "positions_angstrom": [[0.467, 1.633, -0.758], [-0.863, 1.754, -0.699], [2.047, 0.187, -0.130], [-0.495, -0.225, 0.221], [-1.508, 0.689, -0.122], [0.760, 0.432, -0.159], [-0.406, -1.608, 0.680], [0.684, -1.708, 1.045], [-2.482, 0.397, -0.234], [-1.100, -1.734, 1.600], [2.591, 0.782, -0.845], [2.553, -0.561, 0.539], [-0.724, -2.515, 0.061], [-1.523, 2.477, -1.200]]}

---

(2)
{"formula": "C6H7O2", "method": "wB97M-V/def2-TZVPD", "total_charge": -1, "orbital_gap_ev": 6.818, "molar_mass_g_mol": 111.12, "species": ["O", "O", "C", "C", "C", "C", "C", "C", "H", "H", "H", "H", "H", "H", "H"], "positions_angstrom": [[0.534, -1.269, -2.249], [1.625, 0.565, 2.969], [-0.134, -1.868, 0.756], [1.198, -0.130, 2.094], [-0.647, 2.052, -1.058], [0.112, -0.254, -1.717], [0.581, -0.568, 1.086], [-0.214, 0.648, -0.912], [0.422, -2.633, 0.153], [-0.980, -1.705, 0.232], [-0.046, 2.836, -0.706], [0.206, 0.130, 0.347], [-0.267, -2.520, 1.719], [-0.815, 2.339, -2.045], [-1.574, 2.378, -0.668]]}

---

(3)
{"formula": "C6H7O2", "method": "wB97M-V/def2-TZVPD", "total_charge": -1, "orbital_gap_ev": 7.641, "molar_mass_g_mol": 111.12, "species": ["O", "O", "C", "C", "C", "C", "C", "C", "H", "H", "H", "H", "H", "H", "H"], "positions_angstrom": [[-1.454, 0.102, -1.584], [-2.258, 1.696, -0.277], [-0.057, 1.139, 0.084], [-0.392, -2.632, -0.074], [1.185, 0.870, -0.710], [-0.096, 1.622, 1.295], [-1.354, 0.964, -0.726], [0.259, -3.525, 0.378], [1.069, -0.226, -0.959], [-1.002, 1.875, 1.748], [2.001, 0.855, 0.100], [0.755, 1.698, 1.965], [-1.100, -1.844, -0.298], [1.316, 1.577, -1.668], [1.129, -4.171, 0.726]]}

---

(4)
{"formula": "C6H7O3S", "method": "wB97M-V/def2-TZVPD", "total_charge": -1, "orbital_gap_ev": [6.612, 6.614], "molar_mass_g_mol": 159.19, "species": ["S", "O", "O", "O", "C", "C", "C", "C", "C", "C", "H", "H", "H", "H", "H", "H", "H"], "positions_angstrom": [[-2.328, -0.733, 0.315], [4.133, 0.375, -0.368], [4.029, -1.483, 0.852], [1.519, 1.779, -0.663], [1.466, 0.788, -0.002], [2.027, -0.268, 0.575], [-1.217, -1.660, -0.816], [3.444, -0.528, 0.387], [-1.340, 0.682, 0.519], [-1.737, 1.825, 1.042], [-1.271, -1.221, -1.810], [1.491, -0.962, 1.195], [-2.742, 2.065, 1.402], [-1.023, 2.634, 1.140], [-0.202, -1.602, -0.437], [-1.561, -2.691, -0.845], [3.543, 1.079, -0.673]]}

---

(5)
{"formula": "C6H7O6P", "method": "wB97M-V/def2-TZVPD", "smiles": "COCC1=C(P(O)O)C(=O)OC1=O", "orbital_gap_ev": 8.949, "molar_mass_g_mol": 206.09, "species": ["P", "O", "O", "O", "O", "O", "O", "C", "C", "C", "C", "C", "C", "H", "H", "H", "H", "H", "H", "H"], "positions_angstrom": [[-1.136, 2.274, 0.627], [1.511, -1.391, -0.549], [-2.781, -1.324, 0.207], [-1.458, 2.687, -0.936], [0.481, 2.569, 0.755], [-1.365, -2.739, -0.838], [-2.695, -0.357, 2.306], [0.686, -0.297, -0.824], [-2.452, -0.362, 1.139], [-1.373, 0.448, 0.447], [2.575, -1.141, 0.336], [-1.506, -1.715, -0.261], [-0.647, -0.469, -0.181], [0.585, -0.203, -1.902], [-1.052, 2.051, -1.533], [2.822, -0.090, 0.447], [3.471, -1.629, -0.025], [2.386, -1.562, 1.321], [1.083, 0.618, -0.410], [0.864, 2.630, -0.127]]}

---

(6)
{"formula": "C6H8", "method": "wB97M-V/def2-TZVPD", "smiles": "C1=C[C@H]2C[C@H]2C1", "orbital_gap_ev": 10.128, "molar_mass_g_mol": 80.13, "species": ["C", "C", "C", "C", "C", "C", "H", "H", "H", "H", "H", "H", "H", "H"], "positions_angstrom": [[0.310, -1.248, 0.707], [-0.704, -0.754, -0.257], [-1.579, 0.401, 0.076], [1.105, 0.873, -0.251], [1.405, -0.454, 0.699], [-0.233, 0.482, -0.924], [-0.267, 0.601, -2.015], [0.078, -2.147, 1.287], [1.836, 1.277, -1.009], [1.011, 1.675, 0.486], [2.341, -0.574, 1.283], [-1.186, -1.473, -0.904], [-1.450, 1.032, 0.952], [-2.666, 0.306, -0.126]]}

---

(7)
{"formula": "C6H8", "method": "wB97M-V/def2-TZVPD", "smiles": "C1=C[C@H]2C[C@H]2C1", "orbital_gap_ev": 10.169, "molar_mass_g_mol": 80.13, "species": ["C", "C", "C", "C", "C", "C", "H", "H", "H", "H", "H", "H", "H", "H"], "positions_angstrom": [[-0.707, -0.844, -0.277], [0.340, -1.185, 0.729], [-1.553, 0.361, 0.041], [1.054, 0.859, -0.208], [1.346, -0.312, 0.709], [-0.311, 0.514, -0.802], [-2.497, 0.509, -0.482], [0.249, -2.059, 1.367], [-0.490, 0.770, -1.843], [1.057, 1.803, 0.356], [2.273, -0.414, 1.265], [1.800, 0.967, -1.005], [-1.565, 0.697, 1.075], [-0.997, -1.665, -0.925]]}

---

(8)
{"formula": "C6H8", "method": "wB97M-V/def2-TZVPD", "orbital_gap_ev": 8.581, "molar_mass_g_mol": 80.13, "species": ["C", "C", "C", "C", "C", "C", "H", "H", "H", "H", "H", "H", "H", "H"], "positions_angstrom": [[0.204, 2.140, -0.152], [-0.275, -1.863, -0.456], [0.613, 0.292, 1.524], [0.512, 1.513, 0.882], [-0.259, 0.173, -1.152], [-0.481, -0.595, 0.083], [1.629, -0.112, 1.580], [-0.976, -2.689, -0.308], [0.076, 0.177, 2.468], [-1.104, 0.353, -1.816], [0.687, 0.036, -1.675], [0.653, -2.130, -0.952], [-1.477, -0.446, 0.504], [0.199, 3.151, -0.531]]}

---

(9)
{"formula": "C6H8", "method": "wB97M-V/def2-TZVPD", "smiles": "C#C[C@@H]1C[C@@H]1C", "orbital_gap_ev": 10.525, "molar_mass_g_mol": 80.13, "species": ["C", "C", "C", "C", "C", "C", "H", "H", "H", "H", "H", "H", "H", "H"], "positions_angstrom": [[-1.871, -1.676, -0.737], [-0.879, 0.610, 0.158], [1.396, -0.669, 0.404], [0.590, 0.607, 0.544], [0.136, 1.370, -0.662], [-1.447, -0.618, -0.347], [0.814, 1.202, 1.426], [0.383, 0.959, -1.637], [1.632, -0.880, -0.644], [0.098, 2.455, -0.622], [0.844, -1.531, 0.794], [2.342, -0.594, 0.948], [-1.547, 1.201, 0.779], [-2.254, -2.606, -1.092]]}

---

(10)
{"formula": "C6H8", "method": "wB97M-V/def2-TZVPD", "smiles": "C[C@@H]1C2=CC[C@H]21", "orbital_gap_ev": 7.953, "molar_mass_g_mol": 80.13, "species": ["C", "C", "C", "C", "C", "C", "H", "H", "H", "H", "H", "H", "H", "H"], "positions_angstrom": [[1.606, 0.830, 0.129], [-2.062, 0.213, -0.056], [-0.726, -0.045, 0.479], [1.722, -0.601, 0.056], [0.183, -0.797, -0.361], [0.252, 0.955, -0.131], [2.478, -0.972, -0.561], [-0.528, -0.121, 1.570], [2.307, 1.538, -0.230], [-2.781, -0.604, 0.152], [0.132, -0.866, -1.398], [-2.415, 1.081, 0.397], [1.953, -0.956, 1.090], [-2.120, 0.345, -1.133]]}

---

(11)
{"formula": "C6H8", "method": "wB97M-V/def2-TZVPD", "orbital_gap_ev": 8.878, "molar_mass_g_mol": 80.13, "species": ["C", "C", "C", "C", "C", "C", "H", "H", "H", "H", "H", "H", "H", "H"], "positions_angstrom": [[0.427, -0.933, -0.587], [-0.910, -0.533, 1.283], [-0.833, -0.082, -0.687], [1.114, 0.300, -0.043], [0.517, -0.760, 0.889], [-0.022, 1.190, -0.534], [-1.633, -0.623, 0.365], [-1.063, 0.400, 1.841], [0.195, 1.608, -1.520], [-0.431, 1.968, 0.120], [0.770, -1.763, -1.190], [1.219, -1.324, 1.503], [-1.593, -0.193, -1.474], [2.170, 0.532, -0.060]]}

---

(12)
{"formula": "C6H8", "method": "wB97M-V/def2-TZVPD", "orbital_gap_ev": 8.984, "molar_mass_g_mol": 80.13, "species": ["C", "C", "C", "C", "C", "C", "H", "H", "H", "H", "H", "H", "H", "H"], "positions_angstrom": [[-0.105, 0.488, 1.388], [1.105, 0.299, 0.464], [0.533, -1.089, 0.069], [0.154, 0.784, -1.229], [-0.796, -0.638, 0.631], [-0.485, -0.504, -0.845], [0.812, 0.703, -2.107], [-0.554, 1.483, 1.462], [1.001, -2.066, 0.035], [-1.641, -1.247, 0.944], [1.320, 1.037, -0.384], [-1.068, -1.096, -1.541], [0.160, 0.141, 2.399], [-0.436, 1.705, -1.286]]}